(1)
This record from the OMol25 dataset describes 6 unconnected molecules or ions with the total composition C48H74BClF6NO17S6 at a distorted geometry. The level of theory is ωB97M-V/def2-TZVPD.

```
154
Properties=species:S:1:pos:R:3:mulliken_charge:R:1
Cl 0.76 1.92 1.46 -0.0973
S -7.48 3.78 -5.26 1.1960
S -8.08 -1.71 -1.98 1.3066
S 4.55 7.31 6.28 1.1960
S 0.23 5.48 3.88 1.1466
S 0.58 -8.67 -4.92 1.1590
S 8.22 -1.16 -1.31 1.1808
F 0.85 -1.78 -1.83 -0.2462
F -4.82 2.53 0.54 -0.2560
F -2.00 -5.03 3.58 -0.4331
F 1.26 0.66 -1.46 -0.3448
F -5.42 2.82 -1.76 -0.2477
F -3.35 3.86 -0.80 -0.2541
O -0.09 -9.31 -3.80 -0.6549
O 0.27 -2.20 0.84 0.1456
O 8.87 -0.21 -0.01 -0.5124
O -6.89 -1.60 -2.80 -0.6357
O -8.04 -2.17 -0.61 -0.7342
O 5.51 0.27 4.29 -0.5955
O -8.93 3.76 -5.29 -0.6811
O -6.70 2.56 -5.24 -0.6535
O 8.12 -2.61 -0.75 -0.6137
O 3.70 -0.98 3.25 -0.1253
O -1.08 5.80 4.40 -0.7258
O 9.34 -1.19 -2.41 -0.6586
O 5.27 6.20 5.71 -0.7103
O 0.85 4.18 4.09 -0.5525
O 2.30 -2.72 1.80 -0.2526
O 0.07 -7.46 -5.53 -0.6588
O 3.37 7.88 5.66 -0.6516
N 1.96 -7.53 -1.11 -0.2565
C -0.03 -3.73 2.71 -0.0945
C 1.15 -6.40 -1.65 -0.3001
C -3.40 1.25 -1.10 -0.0193
C -6.85 6.21 -6.00 -0.5934
C -2.35 -4.15 1.25 -0.7309
C -4.24 2.67 -0.86 0.7898
C 3.09 -9.39 -5.40 -0.7838
C 2.30 -8.43 -4.52 -0.3997
C 2.21 -5.98 1.09 -0.6455
C 0.53 -0.20 3.30 -0.2028
C -1.03 -0.31 -1.13 -0.2628
C 5.39 7.43 8.75 -0.5983
C 0.69 7.31 2.07 -0.7075
C 4.00 -0.91 -1.27 0.0237
C -6.91 4.81 -6.60 -0.7423
C -4.37 -0.04 -1.56 -0.3623
C 0.61 -0.59 -0.94 1.2566
C 2.51 -1.46 1.00 0.9018
C -1.23 -4.77 2.31 0.3228
C 5.15 -0.83 3.59 0.5121
C -9.86 -0.28 -3.25 -0.5545
C 5.38 -1.54 -1.98 -0.6838
C 0.26 5.85 2.13 -0.5863
C -9.30 -2.65 -2.88 -0.6919
C 2.27 -9.63 -6.67 -0.5982
C 3.50 -2.02 -0.18 -1.6370
C 3.57 -0.48 1.84 -0.6256
C -8.94 -0.15 -2.04 -0.5881
C 4.17 6.94 7.98 -0.7225
C 2.50 -7.35 0.27 -0.4564
C 1.37 6.76 4.37 -0.3331
C 5.71 8.62 6.62 -0.6748
C 0.71 -4.98 -0.98 0.0280
C 0.84 -9.89 -6.20 -0.7007
C -6.24 6.03 -4.61 -0.7167
C -1.76 1.14 -0.91 -0.1960
C 1.01 -0.90 0.65 1.0413
C 6.27 -2.00 3.18 -0.5151
C 0.26 0.12 1.72 -0.2807
C 1.32 1.01 4.12 -1.0442
C 5.74 8.78 8.14 -0.5848
C 1.28 -4.70 0.56 0.7754
C -6.95 4.85 -3.94 -0.0364
C 6.61 -0.47 -1.99 -0.6270
C -1.98 -1.60 -1.58 -0.4001
C -10.45 -1.68 -3.17 -0.6328
C -3.63 -1.48 -1.82 -0.6604
C 1.82 7.45 3.08 -0.5158
B 0.98 -3.34 1.44 -1.0341
H 0.63 -4.16 3.57 0.2083
H -1.54 -2.69 -1.77 0.3016
H -7.84 5.18 -3.39 0.3860
H 3.22 -10.35 -4.87 0.3056
H -10.97 -1.95 -4.10 0.3280
H -6.26 6.89 -6.62 0.3450
H 2.94 -2.88 -0.79 -0.0147
H -5.17 5.82 -4.70 0.3117
H -0.86 -5.83 1.95 0.1664
H 4.00 5.86 8.10 0.4319
H 3.23 -0.81 -2.18 0.1606
H 0.76 -6.56 -2.76 0.1166
H 6.69 8.32 6.23 0.3670
H 6.71 -2.45 4.17 0.3545
H -9.28 -0.16 -4.17 0.2667
H -1.16 2.10 -0.63 0.3454
H 6.72 9.14 8.48 0.3103
H -7.59 4.74 -7.45 0.4037
H 2.70 -5.88 2.16 0.1460
H 5.64 -2.85 2.64 0.1514
H 5.18 7.51 9.82 0.3332
H 0.75 -10.88 -5.74 0.3233
H -5.52 0.04 -1.72 0.0731
H 5.61 -2.57 -1.47 0.4743
H -8.84 -3.01 -3.80 0.3455
H 4.68 -0.55 1.41 0.3842
H 2.46 -8.63 -3.45 0.2786
H 6.81 -0.17 -3.12 0.3391
H 4.41 -2.56 0.36 0.3266
H -8.23 0.67 -2.13 0.2422
H 0.10 -9.76 -6.99 0.3934
H -0.52 -0.31 3.85 0.3647
H 2.38 1.26 3.69 0.1132
H 5.39 9.54 6.13 0.3283
H 3.17 -8.18 0.80 0.2578
H -6.28 4.31 -3.27 -0.1410
H 2.55 -7.39 -4.74 0.3816
H 3.28 7.50 8.26 0.3624
H -9.52 -0.05 -1.12 0.3823
H 1.01 7.59 1.06 0.3358
H -7.86 6.62 -5.91 0.2864
H 1.51 0.56 5.21 0.3767
H -3.10 -3.47 1.85 0.2865
H 2.07 8.50 3.27 0.2870
H 2.72 6.97 2.69 0.2793
H 2.66 -10.46 -7.25 0.3552
H -11.19 -1.73 -2.36 0.2965
H 6.39 0.54 -1.41 0.4151
H 1.11 -1.19 3.53 -0.0387
H 7.08 -1.51 2.47 0.0789
H -1.85 -3.63 0.33 0.0284
H -0.93 0.13 1.60 0.3790
H -6.34 6.94 -4.01 0.3474
H 6.23 6.73 8.62 0.3017
H 0.03 -4.19 -1.54 -0.0395
H -3.01 -5.04 0.81 0.2812
H 0.64 1.96 4.30 0.2987
H -9.63 -3.49 -2.27 0.3587
H 4.08 -9.00 -5.63 0.3423
H 5.13 -1.79 -3.12 0.3155
H 5.00 9.53 8.45 0.2909
H -0.15 7.96 2.35 0.3106
H 2.30 -8.73 -7.30 0.2851
H 3.28 0.65 1.79 0.0766
H 0.84 7.45 5.03 0.3477
H 4.29 0.14 -0.82 0.2971
H 9.29 -0.81 0.67 0.3506
H -0.57 -2.76 3.15 -0.0860
H -5.91 4.46 -6.88 0.3367
H 1.00 5.20 1.66 0.2457
H -10.64 0.49 -3.24 0.3645
H 2.22 6.31 4.90 0.0426
H -0.73 5.67 1.70 0.4171
H -4.25 -2.43 -2.18 0.3037
```

Computed properties:
net charge = -1
E_HOMO = -5.75 eV
molecular weight = 1289.76 g mol⁻¹
LUMO level = 1.49 eV
2S+1 = 1

=====

(2)
This record from the OMol25 dataset describes 10 unconnected molecules or ions with the total composition C32H90N6O10 at a distorted geometry. The level of theory is ωB97M-V/def2-TZVPD.

```
138
Properties=species:S:1:pos:R:3:mulliken_charge:R:1
O -1.40 -1.98 -3.84 -0.3374
O -1.71 0.51 -0.32 -0.1420
O 2.28 3.31 3.00 -0.5941
O 1.99 0.29 -5.22 -0.5159
O -6.72 -1.45 2.60 -0.3731
O 5.24 -0.87 0.79 -0.2444
O 2.23 2.48 -3.44 -0.2024
O 0.34 4.31 1.24 -0.5367
O -3.59 4.46 4.35 -0.4056
O -2.55 -3.73 4.26 -0.2243
N -2.41 2.98 1.17 -0.1747
N -4.20 -1.39 -1.62 -0.3657
N 8.61 -1.73 2.22 -0.7231
N 3.96 -0.49 -7.04 -0.7528
N -5.89 -2.74 0.13 -0.8101
N 0.58 -4.91 2.71 -0.7267
C -0.41 5.47 -0.66 -1.4303
C -0.23 0.47 -0.24 0.7285
C -5.04 -1.70 0.92 0.6731
C 4.21 2.17 2.03 -1.1087
C 2.96 3.61 -3.79 -0.2022
C 4.44 3.35 -4.04 -1.0701
C 3.96 -1.29 1.08 -0.7849
C -5.39 -1.83 2.40 -0.6009
C -2.90 1.78 3.33 -0.8743
C -3.12 0.33 -2.95 -1.0538
C 0.60 4.54 -0.13 0.5155
C 3.79 -1.19 -5.71 0.0331
C -3.56 -4.39 4.93 -0.8833
C 0.35 0.31 -1.61 -0.4900
C -1.68 -4.59 3.51 -0.8846
C -0.32 -4.01 3.49 0.7528
C 6.19 -1.23 1.82 -0.5710
C 2.35 -1.07 -5.22 -0.3465
C -0.28 -2.63 2.93 -1.3521
C 4.75 -0.51 -4.72 -1.0942
C -0.33 -2.97 -3.81 -0.5712
C 0.55 0.44 -5.11 -0.2851
C -2.90 4.27 3.15 -0.8116
C -3.42 -1.17 -2.87 -0.3190
C 7.62 -1.16 1.27 0.3474
C 7.70 -1.91 -0.08 -1.3498
C 2.72 2.15 2.33 0.5561
C -7.05 -1.60 3.91 -0.7490
C -2.17 -2.00 -2.68 -0.1123
C -3.19 2.98 2.41 0.5537
C -5.25 -0.31 0.41 -0.2101
C -4.98 4.66 4.17 -0.6337
H 2.82 4.38 -3.02 0.2941
H 8.33 -2.70 2.43 0.2882
H -2.48 -3.06 -2.53 0.5843
H 0.16 0.13 -4.15 -0.2322
H 7.43 -2.97 0.08 0.3027
H 2.43 1.74 -4.06 0.1800
H 5.76 -0.84 -4.94 0.4047
H 5.97 -2.23 2.22 0.3468
H 2.71 3.36 3.86 0.3070
H 4.49 1.34 1.39 0.1707
H 2.52 1.26 2.94 0.1966
H 3.84 -2.36 1.33 0.4585
H 6.09 -0.49 2.64 0.2022
H -6.86 -2.43 0.12 0.3469
H -5.04 -0.83 -1.60 0.6317
H 1.55 -4.71 2.93 0.2552
H -1.68 -5.64 3.86 0.4638
H -1.81 4.31 3.34 0.2248
H -2.99 5.17 2.49 0.4619
H -2.59 0.58 -3.88 0.3014
H 0.14 -0.28 0.47 0.1782
H -1.42 3.25 1.40 -0.0695
H -0.02 1.14 -2.21 0.3796
H -4.07 0.88 -3.02 0.4812
H -1.40 5.01 -0.62 0.3212
H 2.51 4.08 -4.69 0.2761
H 1.12 4.09 1.81 0.1941
H 3.77 -1.10 -7.83 0.2624
H 8.54 -1.25 3.13 0.2911
H -4.97 -0.11 -0.63 0.0077
H -2.05 -4.58 2.46 0.2305
H -5.31 -2.91 2.61 0.2764
H -0.50 -2.56 1.88 0.2744
H -5.18 5.57 3.56 0.2909
H 3.50 -0.76 1.95 0.2671
H -0.23 5.67 -1.72 0.3732
H 1.65 4.86 -0.26 0.3877
H -8.09 -1.32 4.05 0.2838
H -3.16 -5.16 5.60 0.4019
H 4.09 -2.22 -5.86 0.5691
H 3.29 -1.10 0.24 0.1754
H 4.97 4.30 -4.18 0.4091
H 0.71 -2.19 3.20 0.3259
H 4.75 2.02 2.98 0.3414
H 0.05 -3.92 4.53 0.1966
H 0.01 1.49 0.10 -0.5492
H -6.29 0.01 0.48 0.3191
H 7.10 -1.46 -0.85 0.3114
H -4.04 -3.64 5.56 0.2358
H -0.91 -1.95 3.53 0.3671
H -5.41 4.87 5.15 0.2605
H 0.12 -3.01 -4.79 0.1298
H 2.26 -1.53 -4.23 0.1980
H 0.06 -0.03 -5.97 0.5259
H -4.43 -2.37 -1.49 0.0034
H 4.68 0.57 -4.75 -0.0847
H -4.68 0.40 1.04 -0.6139
H 2.12 2.03 1.43 -0.1705
H -4.24 2.91 2.11 0.2610
H 1.74 -1.61 -5.96 0.3320
H -6.41 -1.01 4.58 0.2823
H 4.53 3.12 1.60 0.3642
H 4.92 2.84 -3.21 0.2682
H 1.45 0.38 -1.64 0.4447
H 0.05 -0.61 -2.14 -0.5568
H -4.75 -1.16 2.98 0.3524
H 8.74 -1.95 -0.41 0.3908
H -0.70 -3.99 -3.58 0.3832
H -1.62 -1.66 -1.80 -0.0808
H -4.28 -4.81 4.22 0.3139
H 4.57 2.77 -4.96 0.2341
H -2.33 2.01 0.79 0.0993
H 0.41 -5.88 3.01 0.2421
H -1.83 1.58 3.49 0.1982
H -3.30 0.85 2.91 -0.0707
H -2.11 -0.34 -0.57 -0.4347
H -6.97 -2.66 4.24 0.2799
H -0.41 6.43 -0.14 0.3177
H 0.39 -2.71 -3.01 0.2219
H -4.02 -1.49 -3.72 0.5093
H 0.57 3.58 -0.70 -0.2328
H -5.60 -2.70 -0.85 0.2923
H -3.34 1.96 4.32 0.4878
H 7.79 -0.09 1.09 0.2889
H -4.02 -2.10 0.83 0.1884
H -2.59 0.73 -2.09 -0.0867
H 4.51 -0.82 -3.69 0.3157
H -5.44 3.81 3.68 0.2455
H 3.35 0.32 -7.08 0.2788
H 0.31 1.50 -5.29 0.3803
```

Computed properties:
net charge = 0
E_HOMO = -8.31 eV
molecular weight = 719.10 g mol⁻¹
SMILES string = COC[C@H](C)N.COC[C@H](C)N.COC[C@H](C)N.COC[C@H](C)N.COC[C@H](C)N.COC[C@H](C)N.CCO.CCO.CCO.CCO
LUMO level = 0.40 eV
relative energy (zero: lowest compared OMol25 entry of this formula, charge and spin) = 222.6 kJ/mol
2S+1 = 1

=====

(3)
This record from the OMol25 dataset describes a single C4H8O molecule at a distorted geometry. The level of theory is ωB97M-V/def2-TZVPD.

```
13
Properties=species:S:1:pos:R:3:mulliken_charge:R:1
O -1.83 -0.43 1.48 -0.5031
C 0.09 -0.19 -0.69 -0.3190
C 1.55 -0.64 -0.64 -1.0042
C -0.35 0.87 0.31 -0.7174
C -1.53 0.78 0.94 -0.0467
H -0.08 0.30 -1.66 0.2590
H 1.74 -1.23 0.26 0.2704
H -0.58 -1.06 -0.69 0.3560
H 1.80 -1.26 -1.51 0.3255
H -2.30 1.54 1.07 0.3640
H 0.16 1.81 0.26 0.3017
H -0.88 -0.70 1.51 0.4246
H 2.22 0.22 -0.63 0.2892
```

Computed properties:
net charge = 0
E_HOMO = -8.35 eV
molecular weight = 72.11 g mol⁻¹
SMILES string = CC/C=C\O
LUMO level = 0.87 eV
relative energy (zero: lowest compared OMol25 entry of this formula, charge and spin) = 171.5 kJ/mol
2S+1 = 1

=====

(4)
This record from the OMol25 dataset describes a single C23H30N4O3 molecule. The level of theory is ωB97M-V/def2-TZVPD.

```
60
Properties=species:S:1:pos:R:3:mulliken_charge:R:1
O -7.77 -1.58 0.20 -0.2975
O -8.36 0.24 -0.97 -0.6173
O 6.22 -1.80 0.05 -0.6550
N 4.14 -0.89 -0.12 0.4445
N -1.22 0.59 0.55 0.3781
N 2.02 -1.99 -0.18 1.0563
N 1.49 -3.21 -0.13 -1.3702
C -6.16 0.12 -0.08 0.4775
C -5.79 1.36 -0.58 -0.7540
C -2.22 1.64 0.63 -1.1886
C 5.29 2.73 -0.99 -0.7516
C 2.50 -4.05 -0.04 -0.4960
C -3.97 -0.13 0.88 -0.4079
C 0.06 0.99 1.10 -0.9467
C 6.03 0.60 -0.04 0.0511
C 3.73 -3.37 -0.03 -0.7659
C 3.38 -2.04 -0.11 0.5133
C 5.51 -0.83 -0.03 0.1861
C -1.07 0.09 -0.80 -0.7322
C 5.73 1.32 -1.38 -0.7718
C 0.99 -0.22 1.17 -0.2631
C -7.53 -0.37 -0.34 0.4970
C -5.24 -0.63 0.66 -0.6562
C 5.39 1.48 1.06 -0.8961
C -0.19 -1.15 -0.81 -0.8325
C 1.19 -0.81 -0.23 -0.5306
C -4.52 1.85 -0.37 -0.7230
C -3.60 1.11 0.37 0.8740
C 4.54 2.52 0.33 0.0055
C -9.07 -2.10 -0.02 -0.6528
H -0.64 -1.93 -0.20 0.3018
H -4.24 2.82 -0.77 0.3804
H 4.44 3.44 0.90 0.4436
H -5.52 -1.59 1.05 0.4482
H 3.64 -0.01 -0.18 -0.2952
H -9.09 -3.07 0.47 0.2270
H -9.82 -1.44 0.40 0.2909
H 4.68 3.20 -1.75 0.3808
H -9.26 -2.21 -1.09 0.2934
H 6.61 1.33 -2.03 0.3744
H 6.17 3.36 -0.81 0.3185
H 0.54 -0.98 1.81 0.2501
H 1.95 0.07 1.61 0.3144
H 4.72 -3.77 0.04 0.5097
H -0.08 -1.53 -1.82 0.4248
H -0.10 1.39 2.10 0.4781
H -2.19 2.05 1.65 0.4060
H 0.53 1.79 0.49 0.4029
H -0.63 0.86 -1.46 0.3094
H 7.11 0.53 0.11 0.5378
H -1.99 2.48 -0.06 0.3292
H 2.33 -5.10 0.00 0.4574
H 6.18 1.98 1.62 0.3191
H 3.54 2.14 0.13 -0.2627
H -6.52 1.93 -1.15 0.4494
H -3.25 -0.69 1.44 0.4259
H 4.82 0.89 1.77 0.3864
H -2.06 -0.16 -1.18 0.4775
H 4.93 0.81 -1.92 0.2772
H 1.67 -0.07 -0.88 0.1689
```

Computed properties:
net charge = 0
E_HOMO = -8.38 eV
molecular weight = 410.52 g mol⁻¹
SMILES string = COC(=O)c1ccc(CN2CCC(n3nccc3NC(=O)C3CCCC3)CC2)cc1
LUMO level = 0.49 eV
relative energy (zero: lowest compared OMol25 entry of this formula, charge and spin) = 177.9 kJ/mol
2S+1 = 1